Record 1
A molecular structure, C29H35F5N4P2V in a non-equilibrium geometry. Source: the Open Molecules 2025 dataset; level of theory: ωB97M-V with the def2-TZVPD basis set.

XYZ file:
```
76
Properties=species:S:1:pos:R:3:forces:R:3:mulliken_spin:R:1
V -1.14656 1.15015 -2.08989 -2.46 -0.82 4.81 2.117
C -1.90618 1.67198 -3.85655 -1.53 -0.65 -1.84 0.082
C -1.98944 0.24181 -3.64666 -0.93 0.25 -2.18 0.124
C -0.96118 -0.75179 -4.08973 0.22 -0.14 -0.33 0.123
C 0.45777 -0.14753 -3.94913 0.49 -0.89 -1.09 0.130
C 0.68932 0.56023 -2.65593 1.70 0.12 0.26 -0.016
C 0.58629 1.99042 -2.41094 1.77 -0.14 0.16 0.045
C 0.29913 2.97344 -3.48516 0.29 0.62 -0.50 0.137
C -0.80722 2.50033 -4.46838 -0.06 0.89 -0.98 0.135
C 1.41521 0.29970 2.79383 -0.19 0.58 0.68 -0.002
H -2.88196 2.17810 -3.94489 0.41 -0.31 0.33 0.012
H -2.99651 -0.18631 -3.54417 0.31 0.36 0.01 0.011
H -1.13130 -1.07008 -5.13805 0.09 0.12 0.22 0.009
H -1.06650 -1.67887 -3.48557 0.21 0.45 -0.15 -0.023
H 1.15998 -0.99734 -4.01090 -0.07 0.29 -0.10 -0.008
H 0.69316 0.50047 -4.80693 -0.16 -0.32 0.14 -0.005
H 1.49915 0.06689 -2.11328 -0.21 0.32 0.02 -0.034
H 1.14710 2.33858 -1.54145 0.14 0.11 -0.22 -0.038
H 1.20924 3.18830 -4.06594 -0.05 -0.02 -0.11 -0.012
H 0.01313 3.94650 -3.05570 -0.04 -0.30 0.04 -0.018
H -1.30396 3.41922 -4.82546 0.20 -0.26 0.03 -0.007
H -0.36306 2.07191 -5.38350 -0.13 -0.07 0.43 0.006
H 0.53925 0.93510 2.57779 0.26 -0.51 0.02 0.001
H 2.17880 0.96465 3.21926 0.06 -0.35 0.03 0.000
H 1.13398 -0.47120 3.52775 -0.12 0.32 -0.25 -0.001
P 2.04625 -0.52811 1.37370 1.40 -0.17 -0.92 0.002
P -1.38846 -0.74018 1.57599 1.23 0.45 -0.85 -0.011
N 3.07386 0.59037 0.59173 -0.27 0.16 -0.35 0.001
N 3.09448 -1.77297 1.83472 0.13 -0.11 0.38 0.000
N -1.94970 0.42492 0.19185 1.25 -0.52 0.24 0.106
N -2.72565 -1.85575 1.75332 0.12 -0.41 0.01 0.003
C 1.04026 -1.21496 0.09111 -1.08 -0.17 -0.19 -0.061
C -0.38345 -1.72203 0.35640 -0.63 -1.30 -1.45 0.005
C 3.20086 1.94524 0.90199 0.77 0.31 -0.26 0.000
C 4.15981 2.50939 0.08079 -0.75 -0.65 0.46 0.000
C 4.60195 1.48349 -0.81959 -0.72 -0.63 0.43 0.001
C 3.89554 0.33139 -0.51738 0.54 0.66 0.10 -0.001
C 4.16591 -1.59810 2.72708 0.09 -1.02 -0.16 0.000
C 4.82190 -2.80761 2.85012 -0.69 0.81 -0.21 0.000
C 4.14396 -3.76251 2.02170 -0.65 0.78 -0.24 0.000
C 3.09286 -3.11410 1.40636 0.59 -0.20 0.44 0.000
C -1.53739 1.76059 0.12753 -1.62 0.40 0.56 0.058
C -2.45340 2.46687 -0.69415 -0.05 -0.42 0.54 0.027
C -3.30622 1.49046 -1.29535 0.48 -0.25 0.71 -0.013
C -2.84294 0.21648 -0.87314 -0.75 0.77 0.97 0.062
C -4.02696 -1.94344 1.24990 0.11 -0.82 0.81 0.001
C -4.66898 -3.00320 1.88749 1.08 0.90 -0.26 0.000
C -3.73507 -3.58509 2.80131 0.69 0.61 -0.45 0.000
C -2.54129 -2.89484 2.68636 -1.11 0.35 -0.48 0.001
H 1.61603 -2.00681 -0.41402 0.02 0.45 0.18 -0.003
H 0.95916 -0.40176 -0.63704 -0.01 0.07 0.14 0.061
H -0.89229 -1.73873 -0.62815 0.42 -0.38 0.15 0.045
H -0.35281 -2.75080 0.73880 -0.02 0.08 0.01 -0.003
H 2.58684 2.36636 1.68070 0.18 0.16 -0.04 0.001
H 4.50129 3.53901 0.12190 -0.17 -0.29 -0.05 0.000
H 5.35060 1.59846 -1.59697 -0.28 -0.14 0.15 0.000
H 3.90396 -0.64260 -0.98861 0.09 0.11 0.17 -0.001
H 4.33862 -0.63421 3.18673 0.07 -0.16 -0.09 0.000
H 5.68501 -2.99664 3.47007 -0.07 0.06 -0.05 0.000
H 4.40203 -4.80640 1.91119 -0.08 0.15 -0.06 0.000
H 2.34607 -3.48516 0.71202 0.24 0.09 0.30 0.000
H -0.84725 2.15841 0.86267 -0.17 -0.06 -0.17 0.004
H -2.55990 3.55015 -0.74632 0.24 -0.44 -0.17 -0.017
H -4.19954 1.68214 -1.88257 0.53 -0.09 -0.20 0.006
H -3.22730 -0.77710 -1.09476 0.14 0.46 0.11 -0.046
H -4.37287 -1.27656 0.47422 -0.04 -0.04 0.39 0.000
H -5.68221 -3.32203 1.71935 -0.06 0.04 -0.05 0.000
H -3.91260 -4.40774 3.47060 0.01 -0.11 -0.02 0.000
H -1.57649 -3.03530 3.15665 -0.26 0.11 0.10 0.000
F -3.46604 0.41887 3.30866 -0.95 0.36 0.62 0.000
C -2.12782 0.42461 3.60472 0.53 1.35 -1.39 0.004
F -1.92826 -0.46437 4.62432 0.12 -0.27 0.40 0.000
C -1.77615 1.82444 4.14440 -1.26 -1.01 0.13 0.000
F -1.91695 2.75561 3.15925 0.30 -0.32 0.68 0.000
F -2.59554 2.18269 5.17022 0.52 0.45 -0.25 0.000
F -0.50135 1.87448 4.61167 -0.37 0.18 -0.28 0.000
```
Positions in Å, forces in eV/Å.

Summary:
- HOMO-LUMO gap (spin up / spin down) (eV) = 6.131 / 6.128
- ΔE to the lowest compared entry with this formula, charge and spin (kJ/mol) = 393.1
- multiplicity = 4


Record 2
A molecular structure, C29H35MnN7P2 in a non-equilibrium geometry. Source: the Open Molecules 2025 dataset; level of theory: ωB97M-V with the def2-TZVPD basis set.

XYZ file:
```
74
Properties=species:S:1:pos:R:3:forces:R:3:mulliken_spin:R:1
Mn -0.18240 1.70927 0.89394 2.39 -0.23 2.09 4.833
C -1.74663 1.68028 -3.32361 -0.34 -0.43 -0.66 0.004
C -1.74106 0.37279 -3.04382 -1.13 0.21 -0.93 -0.003
C -0.89401 -0.63702 -3.72923 0.62 -0.52 -0.37 -0.003
C 0.56932 -0.17108 -3.93122 0.76 -0.15 -0.83 0.004
C 1.14873 0.60682 -2.76988 0.98 -0.03 -0.02 -0.047
C 0.87540 1.88055 -2.44631 0.81 -0.30 -0.49 0.144
C 0.41983 2.87786 -3.45742 -0.56 0.43 -0.01 0.013
C -0.80770 2.40319 -4.23937 -0.04 0.29 -0.80 0.005
C 1.22575 2.21964 2.46021 0.21 1.37 -0.21 0.073
H -2.52285 2.33076 -2.95921 -0.03 -0.09 0.31 0.001
H -2.55776 -0.08689 -2.48754 0.34 0.56 -0.14 -0.006
H -1.33679 -0.86866 -4.72233 0.25 0.16 0.42 0.001
H -0.91050 -1.61151 -3.20190 0.01 0.51 -0.02 0.000
H 1.19914 -1.06068 -4.11636 -0.25 0.34 0.13 0.000
H 0.62347 0.40995 -4.86360 0.11 -0.26 0.34 0.001
H 1.97413 0.07663 -2.25911 -1.01 0.40 0.25 -0.002
H 1.18982 2.30981 -1.50185 0.48 -0.21 -0.35 -0.075
H 1.26244 3.10343 -4.12968 -0.21 -0.17 0.10 0.000
H 0.19116 3.83206 -2.97594 -0.08 -0.06 0.11 -0.001
H -1.30820 3.28185 -4.67701 0.02 -0.28 0.21 0.000
H -0.51135 1.79621 -5.10465 -0.18 0.16 0.35 0.000
H 0.51722 2.80665 3.07615 0.40 -0.26 0.18 0.026
H 2.11221 2.84268 2.31704 -0.08 0.24 -0.18 0.007
H 1.55910 1.34742 3.04555 -0.31 0.38 -0.42 -0.009
P 1.43049 -0.36418 0.64826 3.18 0.15 -1.02 0.027
P -1.44763 -1.41235 1.42392 -0.98 0.26 0.57 -0.027
N 2.93162 0.59426 -0.12625 -1.66 0.30 0.55 -0.006
N 2.51527 -1.52568 1.36370 0.07 0.10 0.65 0.004
N -2.29700 0.12666 0.88802 0.25 1.48 0.84 0.040
N -2.92145 -2.25347 1.65712 -0.36 -0.74 0.64 0.002
C 0.57022 -1.39707 -0.59227 0.37 -0.50 -0.83 0.054
C -0.78018 -2.02763 -0.17215 -0.48 -0.23 -0.39 0.001
C 2.88430 1.99004 -0.09021 0.63 -0.06 -0.57 -0.014
C 4.03871 2.50465 -0.65629 -0.99 0.19 0.33 0.010
C 4.83760 1.41340 -1.06405 -0.77 -1.17 0.42 0.002
C 4.15190 0.24799 -0.70304 0.13 0.27 -0.31 -0.001
C 3.37936 -1.13386 2.39744 0.16 -1.11 -0.02 0.003
C 4.19249 -2.20624 2.73070 -0.92 0.55 -0.64 0.001
C 3.84688 -3.30038 1.86793 -1.27 1.19 -0.70 0.001
C 2.82366 -2.85089 1.02345 0.87 0.05 1.20 0.004
C -2.13995 1.45526 1.47432 -1.74 0.09 -1.32 -0.323
C -2.41410 2.40849 0.42695 -1.27 -1.87 1.28 0.273
C -3.02634 1.65090 -0.59759 0.00 -0.53 -0.28 -0.118
C -2.93915 0.30126 -0.29960 -0.05 0.86 0.45 0.132
C -4.04282 -2.52334 0.87095 -0.43 -0.37 0.73 -0.001
C -5.05191 -3.00656 1.69099 0.98 0.38 0.05 0.002
C -4.53959 -3.03156 3.04138 0.81 0.51 -0.77 0.000
C -3.24536 -2.55090 2.99811 -0.78 -0.37 -0.57 0.001
H 1.26894 -2.15612 -0.97831 -0.40 0.15 -0.03 0.003
H 0.35330 -0.74989 -1.45045 0.14 -0.04 0.60 -0.041
H -1.51950 -1.87470 -0.97651 0.39 -0.33 0.08 0.006
H -0.63183 -3.11608 -0.02691 -0.28 0.49 0.11 -0.004
H 2.01368 2.52426 0.29773 0.79 -0.36 0.00 -0.025
H 4.23395 3.57210 -0.75868 0.06 -0.44 0.00 0.000
H 5.78516 1.46596 -1.57905 0.01 -0.14 0.18 0.000
H 4.45441 -0.79126 -0.79876 -0.15 0.26 0.04 0.000
H 3.33252 -0.12945 2.79389 -0.01 -0.12 -0.03 0.004
H 4.93237 -2.21178 3.51512 -0.01 0.04 -0.07 0.000
H 4.26645 -4.29231 1.88039 0.01 0.02 -0.10 0.001
H 2.29437 -3.35302 0.23837 -0.04 -0.17 -0.02 0.000
H -2.34361 1.62437 2.53578 0.85 -0.14 -0.56 0.010
H -2.40661 3.48418 0.53585 -0.16 -0.09 0.11 -0.005
H -3.47447 2.03246 -1.49027 -0.12 0.08 0.00 0.014
H -3.34262 -0.55640 -0.81116 0.25 0.19 -0.16 0.014
H -4.02746 -2.37124 -0.20061 -0.03 -0.13 0.23 0.000
H -6.05220 -3.29029 1.38706 0.24 0.01 -0.06 0.000
H -5.05386 -3.35192 3.93274 -0.02 0.03 -0.06 0.000
H -2.51686 -2.37423 3.78493 -0.17 -0.03 -0.19 0.001
N -0.44205 0.48771 3.01565 -0.90 -1.22 2.90 -0.017
C -0.74184 0.08654 4.10355 0.84 0.60 -2.68 0.007
N -1.11588 -0.61906 5.08936 -0.30 -0.36 -0.18 0.000
C -1.15385 -0.34740 6.36366 0.00 0.28 3.25 0.000
N -1.21802 -0.25314 7.54201 0.11 -0.08 -2.72 0.000
```
Positions in Å, forces in eV/Å.

Summary:
- HOMO-LUMO gap (spin up / spin down) (eV) = 7.034 / 6.349
- ΔE to the lowest compared entry with this formula, charge and spin (kJ/mol) = 378.4
- multiplicity = 6


Record 3
2 unconnected molecules or ions with the total composition C29H35N2 in a non-equilibrium geometry. Source: the Open Molecules 2025 dataset; level of theory: ωB97M-V with the def2-TZVPD basis set.

XYZ file:
```
66
Properties=species:S:1:pos:R:3:forces:R:3:lowdin_charge:R:1
C -1.63338 -1.88665 -2.43081 -0.05 0.04 -0.04 -0.083
N -0.41748 -2.59810 -2.60463 -0.49 -1.07 -1.32 -0.250
C 0.58502 -1.99326 -3.42264 0.43 0.62 0.13 -0.209
C 1.65861 -2.95748 -3.93873 -0.27 -0.10 -0.01 -0.180
C 2.14452 -3.90624 -2.84242 -0.10 0.06 0.00 -0.207
C 0.96457 -4.62898 -2.19094 -0.20 0.08 -0.20 -0.180
C -0.10296 -3.64744 -1.69125 0.23 0.01 0.83 -0.208
H -2.43607 -2.56369 -2.10165 0.17 0.21 -0.07 0.095
H -1.54033 -1.08397 -1.67897 -0.11 0.06 0.02 0.050
H -1.92478 -1.41926 -3.38337 -0.05 -0.08 0.26 0.094
H 0.07286 -1.51038 -4.27104 0.24 -0.08 0.18 0.119
H 1.08928 -1.17979 -2.85508 0.11 0.04 -0.14 0.113
H 1.23890 -3.54176 -4.76740 0.05 0.02 0.13 0.117
H 2.49444 -2.37623 -4.34478 -0.15 -0.06 0.05 0.109
H 2.84131 -4.63719 -3.26627 -0.04 0.12 0.11 0.111
H 2.68930 -3.33471 -2.07964 -0.01 -0.03 -0.03 0.106
H 0.50669 -5.30832 -2.92068 0.07 0.10 0.04 0.116
H 1.30829 -5.24134 -1.35020 -0.10 0.08 -0.10 0.111
H 0.25060 -3.21135 -0.73129 0.02 -0.18 0.08 0.115
H -1.03648 -4.18826 -1.46395 0.30 0.09 0.00 0.120
C 4.91088 1.21142 -2.17418 -0.25 0.17 0.23 -0.068
C 4.60794 2.57365 -2.31132 0.03 -0.17 0.17 -0.063
C 3.74155 3.18985 -1.40772 -0.12 -0.20 0.08 -0.040
C 3.16288 2.45412 -0.36706 0.27 -0.29 -0.25 -0.227
C 2.22983 3.15956 0.58933 -0.11 0.38 -0.27 -0.086
N 1.18232 2.28738 1.15860 -0.81 -0.71 -0.73 -0.067
C 1.12021 2.15112 2.62720 0.37 -0.18 0.34 -0.087
C -0.20610 2.55014 3.22699 -0.38 0.14 0.25 -0.237
C -0.75420 1.79576 4.27154 -0.13 0.02 -0.42 -0.045
C -2.04346 2.07208 4.73162 0.11 0.21 0.05 -0.067
C -2.76663 3.14028 4.18957 0.21 -0.06 -0.18 -0.069
C -2.18928 3.93719 3.19246 0.21 -0.09 0.22 -0.061
C -0.89196 3.66669 2.74687 -0.31 -0.22 -0.06 -0.039
C 0.33165 1.63709 0.36530 0.95 0.84 0.37 -0.003
C -0.58860 0.67736 0.81764 -0.83 -0.86 -0.09 -0.041
C -1.75840 0.37465 0.13707 0.79 1.22 0.82 0.004
C -2.83282 -0.40864 0.70256 -0.92 -0.83 0.41 -0.220
C -4.12704 -0.41651 0.10794 0.75 0.06 0.07 -0.016
C -5.14774 -1.21094 0.61796 0.06 -0.07 0.21 -0.059
C -4.92106 -2.01606 1.74475 0.29 0.34 -0.21 -0.046
C -3.66927 -1.98965 2.37402 0.06 0.16 -0.16 -0.058
C -2.64473 -1.19082 1.87225 -0.13 0.09 -0.37 -0.012
C 3.47755 1.10125 -0.21894 0.11 -0.03 -0.28 -0.044
C 4.33895 0.47499 -1.12899 0.00 0.30 0.00 -0.066
H 5.59240 0.73048 -2.87708 -0.23 0.13 0.20 0.111
H 5.04677 3.15740 -3.12275 -0.13 -0.21 0.26 0.113
H 3.49142 4.24984 -1.49439 0.14 -0.28 -0.13 0.118
H 2.78764 3.58527 1.43167 -0.19 -0.10 -0.20 0.136
H 1.74426 3.99224 0.05645 0.10 -0.17 0.24 0.138
H 1.35005 1.10968 2.89828 0.02 0.26 -0.03 0.135
H 1.91919 2.78284 3.03312 -0.12 -0.24 -0.14 0.136
H -0.16687 0.97808 4.69716 -0.29 0.12 -0.13 0.119
H -2.48093 1.45032 5.51591 0.14 0.26 -0.22 0.112
H -3.77306 3.35951 4.54987 0.30 -0.10 -0.15 0.111
H -2.74334 4.77060 2.75909 0.16 -0.19 0.22 0.111
H -0.41913 4.30674 1.99782 -0.26 -0.19 0.10 0.117
H 0.37621 1.87051 -0.70384 0.06 0.13 0.32 0.167
H -0.36959 0.17941 1.76487 -0.25 0.39 -0.23 0.107
H -1.96680 0.93090 -0.78441 0.06 -0.31 0.21 0.133
H -4.30247 0.22732 -0.75743 0.00 -0.29 0.18 0.122
H -6.12889 -1.20791 0.14049 0.32 0.01 0.14 0.115
H -5.71745 -2.64840 2.13899 0.23 0.19 -0.13 0.116
H -3.48764 -2.59706 3.26042 -0.08 0.16 -0.24 0.113
H -1.67692 -1.17627 2.37636 -0.35 -0.14 -0.11 0.108
H 3.04367 0.52710 0.60306 0.14 0.09 -0.26 0.112
H 4.56609 -0.58617 -1.01334 -0.04 0.33 -0.04 0.108
```
Positions in Å, forces in eV/Å.

Summary:
- HOMO-LUMO gap (eV) = 5.403
- ΔE to the lowest compared entry with this formula, charge and spin (kJ/mol) = 0.0
- net charge = +1
- multiplicity = 1